A molecular structure, C3H3FLuO2 at a distorted geometry. Source: the OMol25 dataset; level of theory: ωB97M-V with the def2-TZVPD basis set.

Each line ends with the Löwdin charge.
Geometry (Å):
F1 -5.0082 0.6924 1.0639  -0.086
H1 -4.9861 2.6805 -1.9211  0.177
H2 -4.5196 -0.0737 0.7866  0.102
O1 -2.0530 1.2282 -1.8958  0.021
O2 -2.9608 3.2629 -1.7874  0.028
C1 -3.4118 1.1141 -1.9761  0.003
C2 -3.9552 2.3403 -1.9374  0.018
C3 -1.7458 2.5819 -1.7888  -0.281
H3 -3.8389 0.1378 -2.1795  0.173
Lu1 0.4252 3.5587 -1.7767  1.844

## Properties
E_LUMO (spin up / spin down): -10.3 / -10.9 eV
HOMO energy (spin up / spin down): -17.5 / -18.7 eV
Energy above the lowest of the compared OMol25 structures with the same formula, charge and spin: 0.0 kcal/mol
Charge: +2
⟨S²⟩: 0.750
Frontier orbital gap (spin up / spin down): 7.20 / 7.86 eV
Multiplicity: 2



A molecular structure, C3H3FMgO2 at a distorted geometry. Source: the OMol25 dataset; level of theory: ωB97M-V with the def2-TZVPD basis set.

Each line ends with the Löwdin charge.
Geometry (Å):
H1 -1.4805 -1.1092 2.1476  0.209
H2 -1.2975 -1.8494 -0.5394  0.153
O1 -2.6252 -0.2389 -0.6102  0.020
C1 -1.9847 -1.3178 0.1238  -0.001
C2 -2.5524 0.9110 -0.0424  0.055
H3 -2.7666 -1.9761 0.5153  0.169
O2 -1.7861 0.7485 1.1326  0.014
C3 -1.2566 -0.4999 1.2230  -0.262
F1 0.1984 -0.5170 1.0542  -0.082
Mg1 1.5223 0.8338 0.5218  1.726

## Properties
E_LUMO: -13.7 eV
HOMO energy: -17.7 eV
Energy above the lowest of the compared OMol25 structures with the same formula, charge and spin: 0.0 kcal/mol
Charge: +2
Frontier orbital gap: 4.02 eV



2 unconnected molecules or ions with the total composition C3H3FN2 at a distorted geometry. Source: the OMol25 dataset; level of theory: ωB97M-V with the def2-TZVPD basis set.

Each line ends with the Löwdin charge.
Geometry (Å):
C1 -0.6577 -1.2639 -0.4105  0.062
C2 0.2925 -0.5021 -0.1135  -0.129
N1 0.9070 0.5326 0.1808  0.137
C3 2.1538 0.4507 0.1538  -0.403
N2 3.2770 0.2753 0.0664  0.160
H1 -1.0302 -1.9003 0.3705  0.082
H2 -1.0756 -1.4797 -1.3641  0.078
F1 -2.0393 1.6861 0.2119  -0.033
H3 -1.8275 2.2013 0.9047  0.046

## Properties
E_LUMO: 0.1 eV
HOMO energy: -10.4 eV
Energy above the lowest of the compared OMol25 structures with the same formula, charge and spin: 63.8 kcal/mol
Charge: 0
Frontier orbital gap: 10.52 eV
SMILES string: C=C=NC#N.F



no.,total energy (hartree)
1,-1601.1580
2,-565.7163
3,-325.3900